(1)
This record from the OMol25 dataset describes a single C3H4N4O molecule. The level of theory is ωB97M-V/def2-TZVPD.

Calculated values
SMILES	[H]/N=C\n1onc/c1=N\[H]
frontier orbital gap	9.6	eV
charge	0
spin multiplicity	1
E_HOMO	-9.289	eV

XYZ file:
```
12
Properties=species:S:1:pos:R:3:forces:R:3
H -2.40800 0.55675 0.00655 0.470 -0.921 -0.138
N -2.43627 -0.47090 0.13571 -0.149 0.130 0.158
C -1.35653 -1.09568 0.00646 0.598 0.140 -0.003
N -0.07804 -0.58190 -0.34771 -0.957 0.007 -0.014
O 0.90735 -1.50322 -0.20113 1.709 -1.432 -0.100
N 2.10160 -0.84557 0.05432 -1.114 -1.643 -0.025
C 1.84658 0.37977 0.12394 -0.862 1.505 -0.125
C 0.38913 0.68970 -0.13699 2.622 -3.775 0.333
N -0.42726 1.58778 -0.16098 -2.314 3.394 -0.361
H -0.01170 2.48085 -0.11189 0.374 1.322 0.396
H -1.18730 -2.16733 0.18014 -0.773 0.204 -0.074
H 2.66045 0.96973 0.45159 0.396 1.067 -0.047
```
Forces are in eV/Å.

=====

(2)
This record from the OMol25 dataset describes a molecular structure, C2H2ClNO. The level of theory is ωB97M-V/def2-TZVPD.

Calculated values
frontier orbital gap (alpha / beta)	6.8 / 6.8	eV
charge	0
spin multiplicity	1
E_HOMO (alpha / beta)	-10.280 / -10.274	eV

XYZ file:
```
7
Properties=species:S:1:pos:R:3:forces:R:3
C 0.54042 0.93334 -0.11436 -0.948 -0.155 0.167
C -0.41507 0.00884 -0.09669 -2.073 0.562 0.701
N 0.44490 -1.06917 -0.20246 -0.802 -1.204 -0.929
O 1.48721 -0.10590 -0.08049 0.626 0.211 0.186
Cl -3.27324 0.07309 0.17769 2.882 -0.117 -0.368
H 0.74050 1.97426 -0.17148 0.193 0.312 -0.095
H 0.47529 -1.81446 0.48779 0.121 0.391 0.338
```
Forces are in eV/Å.

=====

(3)
This record from the OMol25 dataset describes a molecular structure, C24H21BrIrN7O2S2. The level of theory is ωB97M-V/def2-TZVPD.

Calculated values
frontier orbital gap (alpha / beta)	6.5 / 4.9	eV
charge	+3
spin multiplicity	2
E_HOMO (alpha / beta)	-16.230 / -16.203	eV

XYZ file:
```
58
Properties=species:S:1:pos:R:3:forces:R:3
Ir -1.57275 -0.37373 -1.03715 -0.253 1.863 1.129
N -4.94507 -2.45264 0.57144 -0.023 0.138 -0.291
C -4.04412 -1.81934 -0.17404 0.154 -0.523 0.657
S -2.37631 -1.83363 0.40575 -0.105 -1.137 1.793
N -4.38070 -1.26029 -1.29349 0.155 0.498 -0.236
N -3.31702 -0.65246 -1.90202 -0.586 -0.079 -0.239
C -3.50843 -0.18076 -3.08221 -0.057 0.002 -0.141
C -2.37796 0.46689 -3.70587 0.299 0.039 -0.035
C -2.38979 1.01611 -4.97434 -0.047 -0.050 0.002
C -1.22625 1.59816 -5.45652 0.135 0.035 0.013
C -0.08745 1.60113 -4.66034 -0.038 0.043 -0.200
C -0.14244 1.02597 -3.40560 -0.356 -0.193 0.029
N -1.26918 0.46906 -2.93052 1.063 1.320 -0.367
H -4.68738 -2.94656 1.40855 0.042 0.029 0.022
H -5.89547 -2.53016 0.23920 0.009 -0.048 -0.001
H -4.47259 -0.29271 -3.56265 -0.008 -0.046 0.077
H -3.29316 0.98297 -5.56868 0.009 0.005 -0.004
H -1.20810 2.04044 -6.44382 0.008 0.004 0.010
H 0.83488 2.04945 -5.00266 -0.013 -0.019 -0.023
H 0.72502 0.99024 -2.76040 -0.029 0.044 0.045
C 0.33932 -2.55961 -2.90624 -0.004 -0.059 0.035
O 0.42638 -1.69105 -1.75040 -0.668 -0.030 -0.322
C 1.53342 -1.80992 -0.95482 0.040 0.000 0.118
C 2.59363 -2.65815 -1.22614 -0.066 -0.032 -0.039
C 3.66519 -2.73270 -0.34310 -0.152 0.198 0.062
Br 5.08608 -3.87201 -0.70897 0.201 -0.187 -0.065
C 3.66989 -1.96752 0.80569 -0.031 -0.028 0.032
C 2.61890 -1.08050 1.06393 -0.119 -0.022 0.061
C 1.54399 -1.00740 0.17637 -0.005 0.082 0.073
O 0.41528 -0.20546 0.36654 0.065 0.070 -0.513
C 2.70785 -0.33270 2.31440 0.078 -0.041 -0.005
N 3.11822 -0.90909 3.46114 -0.100 0.080 -0.183
C 3.11860 0.06212 4.36952 0.091 0.007 0.256
C 3.50113 -0.01369 5.75115 -0.107 -0.066 -0.167
C 3.52643 1.15075 6.45139 -0.096 0.264 -0.009
C 3.16558 2.38251 5.83328 0.053 -0.149 0.048
C 2.76894 2.48532 4.47787 0.054 0.021 0.090
C 2.72165 1.31361 3.78979 0.128 -0.077 -0.165
N 2.43452 0.98926 2.46091 -0.134 0.039 0.144
H 1.13648 -2.32321 -3.60927 -0.004 -0.002 -0.001
H -0.62855 -2.35855 -3.35381 0.006 -0.013 -0.046
H 0.39169 -3.60089 -2.59285 -0.025 -0.003 -0.020
H 2.59770 -3.28228 -2.10768 -0.002 0.010 0.000
H 4.48701 -2.04099 1.50938 -0.019 0.002 0.015
H 0.39571 0.15279 1.26180 -0.185 -0.028 0.032
H 3.74303 -0.97046 6.19379 0.074 0.003 -0.043
H 3.81868 1.15742 7.49218 -0.018 0.025 -0.001
H 3.19080 3.28666 6.42872 0.041 -0.005 -0.008
H 2.56086 3.44991 4.03474 -0.081 -0.012 0.043
H 2.32795 1.65671 1.71146 0.070 -0.029 -0.046
S -3.24394 2.94989 1.80852 0.085 -0.071 0.027
C -3.38978 3.43988 0.18429 0.034 -0.103 -0.072
C -2.88811 2.48757 -0.63595 0.030 -0.028 -0.342
N -2.38170 1.38359 0.02121 0.340 -1.253 -1.463
C -2.51374 1.51176 1.32554 0.055 -0.456 0.274
H -3.83471 4.38555 -0.08278 0.009 -0.031 -0.031
H -2.86158 2.53066 -1.71401 0.030 0.005 0.041
H -2.22854 0.74207 2.02781 -0.029 -0.004 -0.049
```
Forces are in eV/Å.

=====

(4)
This record from the OMol25 dataset describes a molecular structure, C4H3Li2O2Sc. The level of theory is ωB97M-V/def2-TZVPD.

Calculated values
frontier orbital gap (alpha / beta)	5.6 / 5.6	eV
charge	+2
spin multiplicity	1
E_HOMO (alpha / beta)	-14.701 / -14.701	eV

XYZ file:
```
12
Properties=species:S:1:pos:R:3:forces:R:3
O -2.05884 -2.49233 0.09954 -1.468 1.591 1.069
C -0.91490 -1.83079 -0.12597 0.825 -0.934 0.452
C -0.78343 -0.50706 0.18851 -1.181 0.846 0.825
Sc -2.81890 -1.02021 1.19751 3.168 -1.441 -2.098
Li -1.09146 0.75593 -1.42451 0.194 0.260 -0.313
H -0.05014 -2.46695 -0.39105 -0.466 0.090 -0.039
C 0.70777 1.51315 0.27581 1.275 1.858 0.198
C 0.49800 0.19025 -0.00182 -0.484 -1.021 -0.474
O 1.81447 2.18188 0.13105 -1.840 -1.494 0.120
H -0.16469 2.08372 0.66029 0.280 -0.014 -0.031
H 1.35660 -0.37326 -0.40208 -0.453 0.009 0.220
Li 3.50553 1.96567 -0.20727 0.147 0.249 0.072
```
Forces are in eV/Å.

=====

(5)
This record from the OMol25 dataset describes 2 unconnected molecules or ions with the total composition C4H5NO2. The level of theory is ωB97M-V/def2-TZVPD.

Calculated values
SMILES	N=C=CO.C=C=O
frontier orbital gap	8.8	eV
charge	0
spin multiplicity	1
E_HOMO	-8.353	eV

XYZ file:
```
12
Properties=species:S:1:pos:R:3:forces:R:3
N -0.51232 1.48919 1.45790 -0.787 0.050 0.786
C 0.17854 1.79921 0.50867 1.955 0.292 -0.483
C 1.20995 2.25810 -0.17944 -0.278 -0.050 -1.057
O 2.22171 1.52304 -0.81705 -0.773 -0.214 0.701
H -1.44406 1.24527 1.16325 -0.627 -0.532 0.060
H 1.07536 3.26787 -0.56942 0.528 -0.198 0.209
H 2.24517 0.62523 -0.43318 0.008 0.656 -0.205
C -0.67206 -2.86000 -0.30306 2.485 -1.194 -0.114
C -1.35538 -1.82306 -0.07610 -2.282 4.635 0.258
O -2.04160 -0.86509 0.03499 1.189 -1.755 0.078
H -1.30908 -3.65954 -0.43771 -1.025 -2.044 -0.352
H 0.40377 -3.00023 -0.34885 -0.393 0.354 0.118
```
Forces are in eV/Å.

=====

(6)
This record from the OMol25 dataset describes 19 unconnected molecules or ions with the total composition H37O19. The level of theory is ωB97M-V/def2-TZVPD.

Calculated values
frontier orbital gap	9.6	eV
charge	-1
spin multiplicity	1
E_HOMO	-7.307	eV

XYZ file:
```
56
Properties=species:S:1:pos:R:3:forces:R:3
O -3.25681 3.04043 -1.66559 0.665 -3.241 -1.836
H -0.02927 -2.98307 2.67224 0.231 0.510 1.115
H -1.62525 3.34129 0.61621 0.817 0.146 0.932
O 3.38945 2.36150 -0.28297 0.057 -0.344 0.103
H -0.56762 -3.54400 1.53133 -0.192 -1.649 -1.707
H 3.23027 1.39872 -0.22227 -0.271 0.428 -0.201
O -1.23365 3.81162 1.40006 -0.876 -0.487 -1.333
H -2.15390 0.27815 -3.32960 0.300 0.134 0.192
H 2.64076 -1.17598 -2.26263 0.305 0.552 0.960
O -0.74071 0.17360 4.48249 -0.041 2.592 1.787
H -1.16859 -0.61475 4.74958 -0.066 -1.413 -0.856
H -0.27558 0.23927 3.66808 0.207 -0.913 -0.795
O 0.33008 1.39937 0.89659 1.945 -1.191 1.207
H 2.89324 -0.20396 2.11569 0.332 0.127 0.611
H 0.79050 2.17991 0.61960 -0.276 1.283 -0.621
O 2.16464 2.21307 3.29403 1.038 0.995 1.385
H -1.48126 -1.95194 -1.05305 0.281 1.078 -0.486
H 1.71251 2.01984 2.48700 -0.442 -0.614 -0.138
O 2.55874 -0.72336 -3.11023 -0.301 -0.206 -1.457
H 0.21066 3.85653 -1.66232 0.202 -0.421 0.220
H 2.99708 0.12969 -3.08101 0.569 -0.177 0.414
O 0.59787 3.16974 -1.10180 0.123 1.484 0.321
H 1.37109 0.18464 -2.42710 -1.109 0.758 -0.225
O -1.23737 -2.63860 -3.18123 -1.306 0.153 -0.579
H -0.41079 -1.91940 0.15672 0.510 1.074 -0.246
H -0.41228 -2.16569 -3.21752 0.689 -0.188 0.393
O -1.75036 0.87429 -2.68073 -1.874 -0.105 -0.532
H -0.91757 -4.85485 0.71645 -0.073 0.396 0.104
H -0.86422 1.09215 -2.97849 0.324 -0.396 0.235
O 2.32392 -0.79728 -0.37025 -0.518 0.351 -0.422
H 2.93488 -1.42782 -0.01243 0.622 -0.658 0.098
H -1.51862 0.50936 0.10857 0.007 0.163 0.514
O -0.18509 -4.37684 1.11978 0.048 0.599 1.010
H 2.29386 1.45178 3.87505 -0.528 -0.018 -0.792
H 1.17660 -4.18906 -0.77549 -0.311 -0.094 0.373
O -1.12008 -2.36279 -0.28095 -0.977 -1.817 0.252
H 2.09376 -3.23356 -1.44848 0.285 0.876 0.055
H 0.64204 2.33534 -1.57463 -0.160 -0.773 -0.619
O 0.58377 0.68808 -2.03908 2.200 -1.624 0.832
H -1.87287 4.52272 1.46771 -0.030 0.380 0.380
H -1.20633 -3.37415 -2.56677 0.700 0.088 0.123
O -4.88386 -0.19631 0.01266 1.736 -0.814 -0.091
H -3.98319 -0.62874 -0.00434 -1.365 0.297 -0.073
H -4.62143 0.55340 0.54867 -0.223 0.527 0.229
O 1.77221 -4.12179 -1.52573 -0.154 -0.684 -0.227
H 1.08782 0.91441 1.34415 -1.328 -0.078 -0.537
H -2.73410 3.34894 -2.42002 -0.057 0.824 0.293
O 1.97458 -0.47118 2.07260 -0.429 0.099 -0.552
H 0.66334 0.21592 -1.16343 -0.508 0.897 -0.514
H 1.94287 -0.54802 1.02065 0.058 -0.525 0.005
O -0.46695 -2.13302 2.85299 1.262 0.174 -1.001
H 0.20542 -1.49932 2.47131 -0.720 -0.691 0.734
H 2.53806 2.79858 -0.44467 0.135 -0.273 -0.122
O -1.95103 0.35612 0.96201 -1.078 -0.551 -0.483
H -3.13078 2.03958 -2.00548 -0.492 2.620 1.770
H -1.32050 0.63743 1.62606 0.057 0.339 -0.204
```
Forces are in eV/Å.

=====

(7)
This record from the OMol25 dataset describes 4 unconnected molecules or ions with the total composition H8O4. The level of theory is ωB97M-V/def2-TZVPD.

Calculated values
SMILES	O.O.O.O
frontier orbital gap	11.9	eV
charge	0
spin multiplicity	1
E_HOMO	-11.397	eV

XYZ file:
```
12
Properties=species:S:1:pos:R:3:forces:R:3
O 1.58259 -1.30887 -1.07377 -0.211 -0.481 -1.987
H 1.75689 -0.93777 -0.23488 0.242 0.613 1.751
H 2.14112 -0.82038 -1.69288 -0.046 -0.215 0.143
O -2.37177 -0.37213 0.90636 0.037 0.056 -0.160
H -2.75508 -0.03650 1.72702 0.257 -0.040 -0.201
H -1.41345 -0.38943 1.03118 -0.057 0.010 0.361
O -0.61718 1.04051 -1.29948 -0.844 -2.082 0.374
H -0.25057 0.24361 -1.76552 -0.312 1.010 0.527
H -1.40835 0.62629 -0.82736 1.214 0.981 -0.730
O 0.93433 0.34481 1.21395 -0.629 -0.466 -1.227
H 1.56944 0.85518 1.69051 0.593 0.618 0.452
H 0.83204 0.75469 0.32485 -0.244 -0.004 0.697
```
Forces are in eV/Å.

=====

Summary of DFT total energy in eV
-11179.608 -18158.495 -134280.258 -29385.072 -9810.582 -39504.995 -8320.029
(order as listed above)
Summary of strongest force on any atom in hartree/bohr
0.08961 0.05656 0.04264 0.07904 0.10059 0.07359 0.04429
(order as listed above)
Summary of energy relative to the best compared isomer or geometry (same formula, charge and spin) in kcal per mole
100.6 158.6 33.8 0.0 86.1 75.8 14.9
(order as listed above)